# 1
Computed, not measured: C55H34F15GeN4O3PdS as an isolated structure in a non-equilibrium geometry, with ωB97M-V with the def2-TZVPD basis set.

```
114
Properties=species:S:1:pos:R:3:mulliken_charge:R:1
Pd -0.070 -0.444 -0.577 1.93
Ge 0.375 0.331 3.389 0.22
S -0.497 -0.878 1.706 -0.30
F -3.223 -0.600 8.360 -0.27
F 1.851 -2.442 3.675 -0.34
F -0.642 2.651 1.349 -0.28
F 1.639 5.005 5.749 -0.30
F -0.711 5.243 1.638 -0.36
F 1.189 -0.175 6.592 -0.27
F 4.332 -3.145 4.355 -0.28
F 0.128 6.464 4.017 -0.30
F 3.238 1.965 2.801 -0.43
F 6.281 -1.128 4.511 -0.29
F -2.481 0.785 3.820 0.07
F 1.621 2.253 5.563 -0.28
F -4.265 0.022 5.775 -0.27
F -0.547 -0.922 8.599 -0.29
F 5.741 1.257 3.274 -0.36
O -3.969 -0.237 -0.104 -0.68
O 1.778 -0.549 -1.496 -0.72
O -0.603 -2.272 -0.979 -0.42
N -3.927 1.751 -1.327 -0.55
N -0.649 0.021 -2.487 1.11
N -4.428 3.178 0.396 0.12
N -4.046 4.050 -1.778 -0.43
C -1.707 -0.599 -3.119 0.82
C -0.083 3.142 2.496 -0.61
C 0.364 5.145 3.756 0.54
C 4.236 -0.918 -5.675 -0.74
C -0.343 1.387 -4.459 -0.79
C 4.756 0.333 3.455 0.25
C -2.000 0.324 5.071 0.29
C 3.348 1.276 -1.108 -0.18
C 4.105 0.465 -0.273 -0.31
C 5.247 0.936 0.296 -0.85
C -4.226 -4.919 1.135 -0.50
C -2.895 -5.343 0.881 -0.97
C -0.397 -5.013 -5.154 -0.41
C 4.983 -0.856 4.118 0.26
C 0.536 2.316 3.471 0.50
C -1.323 0.658 -5.150 -1.11
C -1.035 -0.590 7.392 0.18
C 0.112 -3.485 -3.346 -0.29
C -2.430 -0.418 7.239 0.41
C -2.509 -1.541 -2.320 -1.08
C -2.158 -4.631 -0.042 -0.68
C 3.317 0.939 -4.378 -0.22
C 3.493 -1.220 -3.383 -0.38
C -0.137 4.535 2.615 -0.06
C 1.116 4.394 4.654 0.05
C 3.075 0.101 -3.242 -0.50
C 4.020 -1.810 4.184 0.23
C 5.645 2.240 0.112 -0.82
C -4.708 -3.807 0.459 -1.11
C -4.253 4.499 1.057 -1.08
C -0.142 -0.183 6.382 0.18
C 2.742 -1.445 3.810 0.08
C 1.084 2.992 4.591 0.81
C -1.666 -5.294 -4.610 -1.09
C 3.677 2.629 -1.242 -0.46
C 4.774 3.124 -0.529 -0.95
C -0.019 1.069 -3.119 0.07
C -0.690 0.085 5.142 0.13
C -1.737 -2.749 -1.734 3.68
C -4.230 1.925 1.065 0.10
C -4.111 2.991 -0.907 0.50
C -2.648 -3.509 -0.735 -0.32
C -3.976 -3.208 -0.562 0.09
C 2.303 0.602 -2.025 3.36
C 3.874 0.419 -5.556 -0.80
C 3.450 0.708 3.172 0.96
C -1.169 -3.633 -2.858 -0.59
C -2.957 -0.008 6.027 -0.30
C 0.500 -4.166 -4.552 -0.63
C -1.973 -4.660 -3.385 -0.26
C 1.181 1.660 -2.418 -1.74
C -1.992 -0.354 -4.468 -0.71
C -4.026 0.983 -0.183 0.11
C 3.992 -1.709 -4.564 -0.80
C 2.375 -0.123 3.429 -0.32
H -4.600 5.365 0.401 0.35
H -5.083 1.613 1.694 0.25
H -4.850 4.617 2.001 0.32
H 1.554 2.485 -3.064 0.89
H -3.966 5.035 -1.462 0.19
H -5.750 -3.540 0.568 0.46
H 3.764 -0.542 -0.190 0.64
H -3.791 3.742 -2.680 0.26
H 6.651 2.615 0.306 0.46
H -3.206 4.694 1.304 0.38
H -4.865 -5.443 1.845 0.43
H 5.061 4.196 -0.487 0.40
H 4.584 -1.264 -6.617 0.47
H -4.456 -2.474 -1.239 0.43
H 1.535 -3.987 -4.913 0.36
H -3.310 1.873 1.692 -0.15
H -1.554 0.952 -6.183 0.45
H 0.264 2.200 -4.849 0.56
H 0.867 -2.828 -2.894 0.20
H 3.067 3.315 -1.810 0.36
H 3.976 1.101 -6.437 0.36
H 4.248 -2.765 -4.593 0.47
H -2.677 -0.973 -5.050 0.55
H 0.831 2.143 -1.502 0.24
H -2.903 -4.915 -2.882 0.41
H -3.137 -1.054 -1.537 -0.73
H 3.055 2.001 -4.353 0.38
H -1.174 -4.945 -0.219 0.60
H -0.124 -5.511 -6.120 0.33
H -3.297 -1.868 -3.033 0.59
H 5.926 0.287 0.860 0.54
H -2.351 -5.910 -5.132 0.49
H -2.511 -6.208 1.385 0.48
H 3.346 -1.880 -2.542 0.62
```

**Energy above the lowest of the compared OMol25 structures with the same formula, charge and spin**: 0.0 kJ/mol
**Total charge**: +1
**HOMO level (spin up / spin down)**: -11.38 / -11.35 eV
**Kohn-Sham gap (spin up / spin down)**: 8.74 / 5.13 eV
**Multiplicity**: 5
**⟨S²⟩**: 6.02



# 2
Computed, not measured: C55H38Cl2IrN4O5 as an isolated structure, with ωB97M-V with the def2-TZVPD basis set.

```
105
Properties=species:S:1:pos:R:3:mulliken_charge:R:1
Ir 0.070 -0.085 0.231 -0.06
Cl 1.710 -1.273 1.453 -0.23
Cl 2.122 -0.268 4.192 -0.12
O -0.079 3.159 -1.294 -0.52
O -4.329 -0.778 -4.037 -0.48
O -1.921 -0.706 5.079 -0.48
O -1.542 0.809 -0.573 -0.63
O -1.608 1.075 2.205 -0.79
N 1.020 1.597 1.149 0.77
N 1.187 -0.025 -1.414 0.72
N -0.753 -1.821 -0.300 0.72
N -1.121 -0.177 1.802 1.03
C 0.967 -4.067 -5.541 -0.85
C 4.690 4.694 -2.078 -1.19
C -1.260 -3.236 -5.877 -0.89
C 0.127 2.341 5.959 -0.24
C 2.677 0.597 -2.986 -1.60
C 2.652 1.806 -0.724 1.28
C -0.027 -2.599 -3.905 -1.06
C 5.956 4.130 -2.163 -0.40
C 0.864 2.275 2.385 0.52
C -1.183 -2.542 -4.678 0.29
C -2.556 -0.753 3.784 -0.66
C 3.624 3.942 -1.605 0.36
C 2.193 0.827 -1.640 0.59
C -1.253 1.756 -2.805 0.52
C -0.149 5.087 5.728 -0.88
C -0.186 -4.000 -6.311 -0.50
C -1.947 -3.731 -0.243 -1.63
C 0.072 2.044 3.493 -0.61
C 5.082 2.065 -1.293 0.03
C -1.528 -2.564 1.989 -0.63
C -1.431 -2.654 0.560 -0.42
C -1.848 0.893 -1.860 -0.77
C -1.797 -4.941 4.920 -0.97
C -0.896 0.913 3.481 1.84
C -1.885 -3.794 4.151 -0.22
C 1.920 3.293 2.446 -1.75
C -0.917 -4.970 2.302 -0.52
C -3.348 0.044 -3.576 0.36
C 0.976 -0.818 -2.522 0.72
C 2.659 3.208 1.340 -1.99
C -0.282 2.815 -2.440 1.31
C 0.994 -1.094 3.130 -0.01
C 6.150 2.814 -1.768 -0.87
C -0.841 -6.115 3.073 -0.93
C -1.585 -1.246 2.705 1.18
C -1.545 -3.534 -1.535 -1.03
C -1.473 -3.776 2.805 1.20
C -0.101 4.298 4.589 -0.13
C -0.060 4.508 6.985 -0.47
C 2.094 2.144 0.508 0.58
C -1.289 -6.116 4.387 -0.43
C 0.071 3.130 7.097 -0.94
C -2.898 0.050 -2.272 0.46
C -4.956 -1.629 -3.092 -0.69
C -2.747 0.873 -4.528 -1.10
C 3.808 2.620 -1.208 -1.04
C 0.054 -1.858 -2.612 1.64
C 0.437 3.533 -3.572 -1.77
C -0.762 -2.339 -1.555 0.45
C -1.722 1.696 -4.127 -0.76
C -0.352 -0.457 3.029 -0.89
C 1.923 -0.393 -3.525 -1.66
C 0.058 2.915 4.686 0.01
C -2.063 0.509 4.373 -0.40
C 1.046 -3.371 -4.344 -0.25
H -3.600 -1.031 3.777 0.59
H 2.079 3.946 3.287 0.62
H -1.269 2.335 -4.872 0.36
H 3.532 3.786 1.091 0.50
H -2.132 -4.912 5.949 0.43
H -5.410 -1.053 -2.283 0.35
H 0.135 2.668 8.074 0.41
H -0.405 -7.010 2.648 0.40
H -0.205 4.748 3.609 0.53
H 7.136 2.370 -1.827 0.40
H -4.243 -2.342 -2.669 0.19
H 3.484 1.138 -3.453 0.58
H 4.531 5.721 -2.382 0.41
H -2.557 -4.536 0.132 0.79
H -1.222 -7.011 4.991 0.40
H -0.246 -4.542 -7.246 0.39
H 0.902 -2.113 3.493 0.69
H -0.503 -4.983 1.304 0.52
H -1.755 -4.160 -2.387 0.71
H -5.730 -2.164 -3.635 0.25
H 6.788 4.715 -2.533 0.39
H 0.241 1.267 6.055 0.44
H -3.093 0.849 -5.552 0.46
H -2.161 -3.176 -6.474 0.47
H 5.233 1.038 -0.983 0.42
H 1.199 4.178 -3.141 0.29
H -0.103 5.124 7.873 0.39
H -0.271 6.158 5.632 0.39
H -2.284 -2.908 4.619 0.26
H -2.013 -1.936 -4.338 0.57
H 1.998 -0.809 -4.516 0.58
H 0.899 2.827 -4.261 0.41
H 1.806 -4.666 -5.871 0.39
H -0.262 4.154 -4.136 0.56
H -3.304 -0.607 -1.516 0.45
H 1.941 -3.429 -3.736 0.50
H 2.634 4.375 -1.524 0.71
H -2.728 1.256 4.788 0.70
```

**Energy above the lowest of the compared OMol25 structures with the same formula, charge and spin**: 88.9 kJ/mol
**HOMO level (spin up / spin down)**: -6.22 / -6.74 eV
**Kohn-Sham gap (spin up / spin down)**: 5.28 / 5.21 eV
**Multiplicity**: 2
**⟨S²⟩**: 0.97



# 3
Computed, not measured: C55H40Cl3F15Ge3N5O3STi as an isolated structure in a non-equilibrium geometry, with ωB97M-V with the def2-TZVPD basis set.

```
126
Properties=species:S:1:pos:R:3:mulliken_charge:R:1
Ge 0.249 -1.539 2.828 1.41
Ge 2.518 -1.073 3.638 1.29
Ge -0.043 3.504 -3.046 1.07
Ti -0.365 -1.558 0.254 -0.59
Cl 3.085 -3.924 -5.668 -0.24
Cl 3.732 -4.111 -0.335 -0.18
Cl -0.570 -1.668 -2.422 -0.25
S -1.169 2.168 -1.836 -0.36
F -2.347 7.686 -5.470 -0.30
F -0.382 7.366 0.498 -0.36
F -3.853 3.392 -6.666 -0.31
F 3.182 3.605 -7.237 -0.30
F -2.015 2.294 -5.054 -0.33
F 1.788 0.845 -2.785 0.22
F 1.302 4.596 -5.619 -0.34
F -4.034 6.094 -6.885 -0.30
F 3.995 6.047 -0.609 -0.38
F 4.390 1.243 -6.638 -0.32
F 2.300 7.599 0.840 -0.40
F 3.035 4.270 -2.361 -0.35
F 3.679 -0.106 -4.395 -0.32
F -1.363 5.610 -1.291 -0.40
F -0.510 6.608 -3.860 -0.33
O 1.220 -2.501 -0.288 0.98
O 0.628 0.263 -0.271 2.83
O -0.330 -6.532 -1.909 -0.60
N -1.731 -7.991 -0.901 -0.38
N -1.597 -3.381 0.405 1.21
N -3.920 0.779 -0.522 0.40
N 0.073 1.730 2.069 0.87
N -2.194 -0.363 0.198 0.99
C 2.530 -3.517 -4.079 0.25
C 1.170 -5.661 2.302 -0.79
C 0.793 4.883 -1.898 -0.71
C 2.885 0.758 4.294 -1.29
C 2.151 5.032 -1.692 0.51
C -3.645 -4.530 0.808 -1.48
C 1.126 2.055 1.321 0.17
C 1.650 1.001 0.377 -0.13
C 3.431 1.722 -5.850 0.70
C 2.813 2.920 -6.153 0.02
C 1.765 3.282 1.425 -0.48
C -0.511 -0.173 5.344 -0.30
C -1.236 -6.746 -1.131 0.22
C 3.862 -1.425 2.228 -1.03
C 1.404 2.729 -4.172 -0.63
C -3.227 -0.659 5.165 -1.01
C 0.210 -3.535 2.998 -0.32
C -1.884 -5.622 -0.377 0.13
C 0.957 -2.483 -2.651 0.60
C 1.815 6.733 -0.051 0.57
C -2.359 -1.122 4.184 0.74
C -2.604 0.489 1.204 0.01
C -3.671 1.203 0.763 -1.29
C -4.867 1.363 -1.459 -0.95
C 1.356 -2.805 -3.930 -0.92
C 1.829 3.399 -5.310 0.66
C 1.237 -4.277 2.410 0.17
C -3.016 -0.155 -0.820 -1.47
C -0.956 -5.629 3.405 -0.74
C 2.826 -3.579 -1.705 0.68
C -1.135 -4.468 -0.209 -0.43
C -3.166 -5.652 0.150 -0.59
C -0.035 5.694 -1.138 0.82
C 3.262 -3.915 -2.974 -0.82
C 0.447 6.609 -0.223 0.28
C -1.368 0.300 6.330 -0.78
C -2.731 0.056 6.246 -0.67
C 1.668 -2.816 -1.494 -0.91
C -3.130 5.552 -6.071 0.76
C 2.675 5.943 -0.790 0.28
C -0.381 2.630 2.937 -0.22
C -1.226 4.407 -4.350 -0.44
C -2.089 3.634 -5.108 -0.13
C 0.066 -6.344 2.794 -0.69
C 2.062 1.544 -3.895 -0.12
C -1.338 5.777 -4.510 0.65
C 0.194 3.878 3.115 -1.44
C -2.836 -3.418 0.911 -0.19
C 1.296 4.207 2.343 -0.76
C 3.060 1.034 -4.709 -0.22
C -2.271 6.359 -5.348 0.00
C -0.881 -4.245 3.505 0.02
C -3.036 4.177 -5.957 -0.02
C -0.982 -0.901 4.250 -0.09
C 2.870 -2.276 5.158 -1.40
H -2.777 -1.657 3.340 0.17
H 3.422 -1.858 1.330 -0.02
H 2.608 0.862 5.344 0.53
H -1.691 -3.717 3.995 0.38
H 4.621 -2.116 2.601 0.40
H 2.253 0.278 0.930 -1.12
H -0.127 -4.437 -0.596 0.61
H -4.640 -4.510 1.230 0.50
H -2.962 -0.621 -1.789 0.48
H -2.332 -8.187 -0.123 0.18
H 0.011 -7.423 2.717 0.44
H -3.178 -2.515 1.397 0.12
H -2.079 0.544 2.139 0.26
H 2.690 -3.315 4.881 0.32
H -3.401 0.421 7.014 0.38
H -4.478 1.243 -2.467 0.36
H 2.215 -2.029 5.994 0.38
H 0.548 0.039 5.434 -0.12
H 2.363 1.526 3.727 0.24
H 1.979 -6.202 1.825 0.43
H -4.248 1.982 1.227 0.51
H 3.958 0.946 4.214 0.49
H -0.212 4.570 3.840 0.49
H -3.802 -6.520 0.029 0.54
H -1.813 -6.153 3.815 0.45
H 0.069 0.891 -0.835 -1.47
H -1.271 -8.759 -1.359 0.25
H -0.967 0.860 7.166 0.44
H 4.364 -0.496 1.951 0.47
H 2.618 3.502 0.797 0.70
H 4.167 -4.492 -3.096 0.49
H 3.906 -2.172 5.485 0.49
H -4.948 2.427 -1.255 0.36
H -5.845 0.892 -1.368 0.31
H 2.095 -3.768 1.987 -0.08
H 1.781 5.169 2.456 0.54
H 2.288 1.461 -0.382 0.14
H -4.290 -0.853 5.082 0.43
H 0.767 -2.511 -4.788 0.52
H -1.239 2.330 3.532 0.35
```

**Energy above the lowest of the compared OMol25 structures with the same formula, charge and spin**: 0.0 kJ/mol
**HOMO level (spin up / spin down)**: -7.65 / -7.51 eV
**Kohn-Sham gap (spin up / spin down)**: 7.10 / 6.83 eV
**Multiplicity**: 2
**⟨S²⟩**: 0.76



# 4
Computed, not measured: a 4-piece molecular cluster, C55H41N2O6P overall in a non-equilibrium geometry, with ωB97M-V with the def2-TZVPD basis set.

```
105
Properties=species:S:1:pos:R:3:mulliken_charge:R:1
P -0.738 -9.756 -7.394 -0.15
O -1.157 -2.392 -2.490 -0.59
O 1.808 -0.391 3.324 -0.66
O -2.704 2.436 -4.179 -0.68
O 1.897 11.886 9.688 -0.67
O 1.869 6.751 8.197 -0.65
O 0.567 4.446 1.412 -0.67
N -0.679 -9.928 -10.089 -0.45
N 0.130 -6.995 -2.331 0.23
C 2.025 1.777 5.078 -0.57
C -0.375 0.093 -6.741 -0.46
C 3.172 10.942 5.821 -0.42
C 0.431 2.290 -0.363 -1.09
C 1.170 0.890 1.456 0.34
C 1.317 -7.532 -1.982 -0.22
C -0.299 -1.588 -5.022 -0.64
C -2.648 -8.885 -9.326 -0.06
C 0.758 7.677 12.117 -0.49
C 2.360 8.977 7.607 0.19
C -2.814 0.808 -2.482 0.32
C 0.801 9.010 12.516 -0.45
C 1.526 9.648 10.317 0.12
C -0.539 -8.741 -3.925 -0.40
C -3.625 1.596 -1.676 -0.67
C 2.739 11.300 7.087 -0.68
C 0.781 -0.065 -0.714 -0.44
C -3.165 -8.708 -10.580 -0.74
C 0.820 2.149 0.963 0.32
C 1.844 4.157 5.382 -0.25
C 1.556 0.711 2.883 0.64
C 2.130 2.893 5.890 -0.65
C 1.905 7.914 8.546 0.49
C -3.690 -0.157 -0.030 -0.58
C 2.120 -6.461 -1.672 -0.97
C 1.632 1.917 3.753 0.09
C -0.997 -7.841 -2.756 -0.88
C 2.342 10.320 7.988 0.40
C 1.326 3.183 3.247 0.08
C 1.358 -5.300 -1.830 -0.41
C -2.384 -9.175 -11.618 -0.25
C 0.410 1.187 -1.198 -0.29
C -1.180 -9.742 -11.296 -0.25
C -1.538 0.452 -4.671 0.47
C 0.069 -1.143 -6.280 -0.64
C 0.876 3.352 1.839 0.53
C -4.061 1.115 -0.453 -0.57
C -1.112 -0.799 -4.218 0.42
C -1.438 -9.490 -9.082 0.60
C 3.211 9.602 5.450 -0.64
C -2.426 -0.462 -2.049 0.52
C 1.180 9.993 11.618 -0.56
C -2.380 1.327 -3.808 0.48
C -1.645 -8.631 -6.243 -0.62
C -2.871 -0.942 -0.824 -0.63
C 2.801 8.622 6.338 -0.41
C 1.917 10.718 9.358 0.54
C 1.154 -0.213 0.611 -0.95
C 0.099 -5.647 -2.265 -0.24
C 1.439 4.300 4.066 -0.63
C -1.730 -9.226 -4.799 -0.87
C 1.500 8.309 9.922 0.15
C -1.171 0.891 -5.936 -0.77
C 1.106 7.328 10.824 -0.47
C -1.533 -1.306 -2.885 0.28
H 0.699 -1.760 -6.907 0.43
H 1.936 5.029 6.019 0.58
H -0.730 -5.008 -2.508 0.46
H 0.041 -2.552 -4.664 0.60
H -4.696 1.730 0.173 0.43
H -3.917 2.584 -2.007 0.49
H 2.440 2.783 6.921 0.45
H -2.579 -1.930 -0.494 0.52
H -0.004 -9.601 -3.528 0.29
H -1.512 1.854 -6.292 0.50
H 2.252 0.795 5.471 0.47
H -1.132 -7.668 -6.243 0.41
H -0.095 0.434 -7.729 0.40
H 0.110 1.301 -2.233 0.70
H 0.101 -8.113 -4.543 0.41
H 2.827 7.581 6.048 0.51
H -2.726 -9.085 -12.639 0.37
H 0.148 3.264 -0.741 0.49
H 1.437 -1.186 0.990 0.51
H 3.150 -6.502 -1.355 0.40
H -1.096 -11.073 -7.005 -0.02
H 0.455 6.912 12.819 0.40
H 1.077 6.292 10.514 0.47
H -4.130 -8.252 -10.749 0.41
H -2.674 -8.426 -6.552 0.25
H -1.657 -10.308 -4.904 0.34
H 1.527 -8.585 -1.965 0.35
H 2.713 12.341 7.378 0.48
H -1.339 -8.443 -1.910 0.16
H 3.561 9.323 4.464 0.42
H -4.040 -0.535 0.922 0.44
H 1.692 -4.289 -1.653 0.48
H -3.228 -8.540 -8.477 0.19
H -1.817 -7.196 -3.071 0.42
H -0.573 -10.103 -12.126 0.34
H 3.484 11.706 5.122 0.39
H 0.537 9.280 13.530 0.40
H 0.775 -0.926 -1.370 0.50
H 1.210 11.029 11.926 0.47
H 1.212 5.281 3.671 0.50
H -2.682 -8.889 -4.392 0.41
```

**SMILES string**: O=C1c2ccccc2C(=O)c2ccccc21.O=C1c2ccccc2C(=O)c2ccccc21.O=C1c2ccccc2C(=O)c2ccccc21.c1ccc(PCCCCn2cccc2)nc1
**Energy above the lowest of the compared OMol25 structures with the same formula, charge and spin**: 41.7 kJ/mol
**HOMO level**: -8.01 eV
**Kohn-Sham gap**: 6.87 eV